{
  "formula": "C5H8N2O3",
  "method": "ωB97M-V/def2-TZVPD",
  "symbols": ["C", "C", "C", "C", "C", "N", "N", "O", "O", "O", "H", "H", "H", "H", "H", "H", "H", "H"],
  "positions_angstrom": [[3.264, 0.729, 0.301], [0.387, 0.504, 0.507], [1.104, 0.897, -0.765], [-0.974, -0.270, 0.240], [-2.305, 0.538, 0.217], [2.521, 1.099, -0.532], [-1.075, -1.501, -0.080], [4.178, 0.501, 0.984], [0.133, -2.249, -0.339], [-2.116, -2.132, -0.263], [1.060, -0.040, 1.099], [-0.019, 1.375, 1.251], [0.984, 0.034, -1.449], [0.695, 1.805, -1.094], [-2.649, 0.425, 1.183], [-2.930, -0.079, -0.394], [-2.032, 1.514, -0.193], [-0.226, -3.151, -0.675]],
  "lowdin_charge": [-0.37, -0.11, -0.19, -0.20, 0.02, 0.13, -0.31, 0.16, 0.03, -0.03, 0.08, 0.17, 0.13, 0.10, 0.06, 0.07, 0.09, 0.16],
  "e_tot_ha": -530.41022,
  "charge": 0,
  "smiles": "C/C(CCN=C=O)=[N+](\\[O-])O",
  "homo_lumo_gap_ev": 9.641,
  "e_above_lowest_kcal_mol": 104.9,
  "e_homo_ev": -9.09
}

{
  "formula": "C5H8N2O3S2",
  "method": "ωB97M-V/def2-TZVPD",
  "symbols": ["C", "C", "C", "C", "C", "N", "N", "O", "O", "O", "S", "S", "H", "H", "H", "H", "H", "H", "H", "H"],
  "positions_angstrom": [[0.351, 0.055, 0.033], [1.249, 1.178, 1.174], [-0.762, -0.121, 2.065], [-1.508, -1.597, 0.224], [1.141, 1.682, -2.212], [-0.596, -0.508, 0.734], [2.378, 1.868, 0.900], [2.986, 1.709, -0.173], [2.796, 2.509, 1.879], [-0.534, 2.646, 2.269], [0.557, -0.005, -1.680], [0.266, 1.457, 2.612], [-1.676, 0.416, 2.229], [-0.649, -1.002, 2.696], [-1.001, -2.545, 0.274], [-2.536, -1.662, 0.777], [-1.654, -1.368, -0.822], [0.708, 1.781, -3.179], [2.207, 1.636, -2.120], [0.851, 2.474, -1.520]],
  "lowdin_charge": [-0.39, -0.28, -0.26, 0.00, -0.30, -0.24, -0.48, -0.02, -0.01, -0.51, 0.95, 0.96, 0.08, 0.11, 0.09, 0.14, 0.05, 0.03, 0.01, 0.06],
  "e_tot_ha": -1326.67466,
  "charge": 0,
  "homo_lumo_gap_ev": [7.993, 7.992],
  "e_above_lowest_kcal_mol": 63.5,
  "e_homo_ev": [-8.50, -8.50]
}

{
  "formula": "C5H8N2OS",
  "method": "ωB97M-V/def2-TZVPD",
  "symbols": ["C", "C", "C", "C", "C", "N", "N", "O", "S", "H", "H", "H", "H", "H", "H", "H", "H"],
  "positions_angstrom": [[-0.154, -1.793, 0.037], [0.466, -0.596, 0.020], [-1.773, -0.263, -0.010], [-0.325, 1.756, 0.015], [1.854, -0.058, 0.218], [-0.559, 0.303, -0.048], [-1.519, -1.549, 0.012], [2.317, 0.540, -1.004], [-4.169, 0.441, 0.606], [0.252, -2.746, 0.315], [-0.144, 2.110, 1.078], [0.467, 2.003, -0.625], [-1.324, 2.242, -0.345], [1.757, 0.801, 0.882], [2.688, -0.719, 0.447], [-2.117, -2.346, 0.065], [2.282, -0.127, -1.665]],
  "lowdin_charge": [-0.02, -0.21, -0.29, -0.01, -0.15, -0.10, 0.06, -0.06, -0.10, 0.12, 0.12, 0.06, 0.13, 0.12, 0.13, 0.15, 0.07],
  "e_tot_ha": -778.12262,
  "charge": 0,
  "homo_lumo_gap_ev": [7.338, 7.339],
  "e_above_lowest_kcal_mol": 111.2,
  "e_homo_ev": [-7.82, -7.83]
}

{
  "formula": "C5H8N2S",
  "method": "ωB97M-V/def2-TZVPD",
  "symbols": ["C", "C", "C", "C", "C", "H", "H", "H", "H", "H", "H", "H", "H", "N", "N", "S"],
  "positions_angstrom": [[-3.994, 0.263, -0.106], [-0.721, 0.005, 0.155], [1.968, 0.022, 0.528], [3.244, 0.036, -0.261], [2.406, 1.260, -0.200], [-4.207, -0.785, -0.278], [-4.789, 0.998, -0.064], [-0.575, 1.084, 0.296], [2.152, 0.022, 1.606], [3.303, -0.532, -1.191], [4.160, 0.176, 0.280], [2.854, 2.005, 0.426], [1.874, 1.626, -1.063], [-2.809, 0.665, 0.074], [-1.922, -0.403, -0.051], [0.683, -0.996, -0.054]],
  "lowdin_charge": [-0.05, -0.49, -0.63, -0.18, -0.17, 0.07, 0.06, 0.09, 0.11, 0.10, 0.10, 0.10, 0.10, -0.08, -0.09, 0.97],
  "e_tot_ha": -702.91902,
  "charge": 0,
  "smiles": "C=N/N=C/SC1CC1",
  "homo_lumo_gap_ev": 9.583,
  "e_above_lowest_kcal_mol": 69.7,
  "e_homo_ev": -8.75
}